No. 1
20
Properties=species:S:1:pos:R:3:forces:R:3 method="wB97M-V/def2-TZVPD" lumo_ev=0.5 max_force_ev_per_a=4.7 homo_lumo_gap_ev=9.7 smiles="CN(CCN(C)N=O)N=O" multiplicity=1 e_above_lowest_kcal_mol=165.4
C 2.55790 -1.52528 0.18551 2.9 0.2 -2.8
C 0.48445 -0.10666 0.29574 0.0 -3.7 0.0
C -0.43516 -0.04449 -0.90900 1.4 0.4 0.2
C -2.15794 1.43038 0.50545 -0.4 -2.2 2.2
H 3.86952 -1.53984 0.15683 -4.2 0.5 -0.3
H 2.32918 -2.03563 1.14368 -0.4 0.5 -0.8
H 2.10001 -1.94228 -0.80744 1.4 -0.8 2.2
H 0.18205 -1.01873 0.85163 0.3 0.3 -0.2
H 0.34153 0.65251 0.97508 -0.3 2.0 1.2
H -0.46365 -0.98608 -1.42235 -0.3 -0.7 0.1
H -0.03368 0.59973 -1.65208 0.0 1.3 -0.5
H -2.92939 2.18230 0.06935 1.7 -1.6 0.5
H -1.20980 1.87124 0.97502 -1.5 -0.3 -1.3
H -2.72309 0.79901 1.43745 1.4 2.0 -2.6
N 1.91334 -0.20360 0.01208 -2.3 1.1 1.3
N -1.74284 0.25432 -0.43967 -1.1 2.2 0.6
N -2.57315 -0.71392 -0.63912 -3.8 0.5 2.8
N 2.41665 0.92706 -0.35727 3.7 0.6 -0.5
O -3.66082 -0.54825 0.02728 2.2 -1.0 -2.3
O 1.73488 1.94822 -0.40816 -0.6 -1.4 0.3

---

No. 2
129
Properties=species:S:1:pos:R:3:forces:R:3 method="wB97M-V/def2-TZVPD" lumo_ev="-2.4 / -2.3" max_force_ev_per_a=2.1 homo_lumo_gap_ev="5.9 / 6.0" multiplicity=1
K 0.15281 -0.78356 -0.79648 -0.2 0.4 2.0
C 3.84437 2.16941 0.01763 -0.1 0.0 0.0
C 2.42784 1.95849 0.47181 0.2 0.3 -0.2
N 1.46279 2.55196 -0.11366 -0.1 -0.2 0.2
O 1.74629 3.31528 -1.14887 0.0 0.0 -0.4
B 0.57212 3.78049 -1.98221 0.6 0.5 -0.2
F 0.95111 3.85582 -3.29699 0.0 -0.1 0.1
F 0.12832 4.99940 -1.49650 0.0 -0.1 0.1
O -0.45204 2.71301 -1.85753 0.0 -0.3 -0.2
N -0.70122 2.39970 -0.60917 -0.4 0.1 0.2
C -1.53068 3.11321 0.07720 -0.1 0.0 -0.1
C -2.34269 4.20896 -0.54134 -0.1 -0.2 -0.1
C -1.74009 2.77978 1.48093 -0.1 0.0 0.2
N -1.12527 1.75978 1.95521 0.0 0.1 -0.2
O -1.28168 1.47350 3.20499 -0.1 0.2 0.2
B -0.73768 0.13909 3.53616 -0.2 -0.8 0.2
F -1.39667 -0.87574 2.87016 0.2 0.1 0.0
F -0.75085 -0.03915 4.89312 0.1 0.1 -0.1
O 0.71348 0.19479 3.08874 0.0 0.2 0.1
N 0.96538 0.96342 2.06195 0.1 0.0 -0.1
C 2.13997 1.02368 1.56705 0.1 -0.3 0.2
C 3.24915 0.15796 2.09953 -0.2 0.0 0.0
C -2.71958 3.50806 2.34668 0.0 -0.1 0.0
H 3.93576 3.15716 -0.42654 0.0 0.0 0.0
H 4.55058 2.07030 0.83713 0.0 0.0 0.0
H 4.07330 1.42641 -0.75206 0.0 0.0 0.0
H -2.16616 4.24397 -1.60956 -0.1 0.0 0.0
H -3.40356 4.05124 -0.35288 0.0 0.0 0.1
H -2.03970 5.16304 -0.10786 0.0 0.0 0.0
H 2.82205 -0.64590 2.69015 0.0 0.0 0.0
H 3.82782 -0.26689 1.28084 0.0 0.0 0.0
H 3.91090 0.74971 2.73493 0.0 0.0 0.0
H -3.09056 4.41836 1.88901 0.0 0.0 0.0
H -3.54541 2.82198 2.55091 0.0 0.0 0.0
H -2.24763 3.73984 3.30231 0.0 0.0 0.0
C 0.27337 -6.04617 -2.91327 -0.1 0.0 0.1
N 0.46050 -4.61503 -3.07890 0.0 0.1 -0.1
C 0.33709 -4.08932 -4.43110 0.0 0.0 0.1
C 0.63402 -3.74890 -2.05260 0.0 -0.2 -0.2
O 0.93786 -2.57719 -2.22772 -0.1 -0.8 -0.2
C 0.38094 -4.23448 -0.63404 -0.1 0.0 0.0
O -0.63618 -3.37055 -0.15822 0.1 0.0 0.2
C -0.95749 -3.56843 1.19725 0.0 0.1 -0.1
C 0.19132 -3.19485 2.13072 0.2 -0.1 0.0
O 1.21826 -2.68534 1.68865 -0.1 0.2 -0.1
N 0.01260 -3.50479 3.43056 0.1 0.1 0.1
C 0.99278 -3.06734 4.41502 0.0 0.0 -0.1
C -1.27348 -3.94855 3.94677 -0.1 0.0 -0.2
H 0.50951 -6.53149 -3.85830 0.0 0.0 0.0
H -0.75435 -6.30604 -2.64505 0.0 0.0 0.0
H 0.95061 -6.44734 -2.16088 0.0 0.0 0.0
H 1.11675 -4.49141 -5.08266 0.0 0.0 0.0
H 0.42562 -3.00720 -4.38541 0.0 0.0 0.0
H -0.63784 -4.36095 -4.84358 0.0 0.0 0.0
H 1.29520 -4.10895 -0.04805 0.0 -0.1 0.0
H 0.04128 -5.27258 -0.57784 0.0 0.0 0.0
H -1.27633 -4.60458 1.36552 0.0 0.0 0.0
H -1.79579 -2.90178 1.40997 0.0 0.0 0.0
H 1.85981 -2.67803 3.89191 0.0 0.0 0.0
H 1.29334 -3.90959 5.04061 0.0 0.0 0.0
H 0.57292 -2.27758 5.03847 0.0 0.0 0.0
H -2.05702 -3.21282 3.75216 0.0 0.0 0.0
H -1.18345 -4.07566 5.02173 0.0 0.0 0.0
H -1.56658 -4.90746 3.51499 0.0 0.0 0.0
C -5.19871 -2.60639 1.19123 -0.1 0.1 0.0
C -6.04542 -1.33399 1.15151 0.1 -0.2 -0.1
C -5.46465 -0.24585 0.22744 0.1 0.2 0.3
C -6.37230 0.99503 0.25149 0.1 0.1 -0.1
C -5.82824 2.13664 -0.60521 -0.1 -0.1 0.1
C -5.43905 -0.77809 -1.18994 0.0 0.0 0.0
O -6.45137 -1.05012 -1.80819 0.1 0.0 0.0
N -4.20307 -0.94200 -1.73910 0.2 -0.1 -0.1
C -2.96713 -0.70991 -1.09638 -0.8 0.1 0.0
O -1.95254 -1.02072 -1.72400 -1.1 -0.1 -0.9
N -2.95328 -0.16260 0.11461 0.9 0.2 0.4
C -4.07162 0.14680 0.79050 -0.6 -0.2 -0.4
O -4.06504 0.72272 1.87567 0.1 0.0 0.0
H -5.62728 -3.32874 1.88688 0.0 0.0 0.0
H -4.18254 -2.37612 1.51942 0.0 0.0 0.0
H -5.14723 -3.07354 0.20517 0.0 0.0 0.0
H -6.11110 -0.90864 2.15358 0.0 0.1 0.0
H -7.05468 -1.56795 0.80573 0.0 0.0 0.0
H -6.45765 1.32170 1.28756 0.0 0.0 0.0
H -7.35956 0.70178 -0.10916 0.0 0.0 0.0
H -4.82388 2.40795 -0.27267 0.0 0.0 0.0
H -6.47024 3.01484 -0.52749 0.0 0.0 0.0
H -5.77471 1.84878 -1.65734 0.0 0.0 0.0
H -4.15167 -1.30438 -2.67931 0.0 -0.1 0.0
O 2.13996 0.04279 -1.69862 0.7 0.5 -0.5
P 2.76563 -0.42983 -2.95190 1.4 0.2 -1.0
N 3.95917 0.62132 -3.49209 -0.4 -0.1 0.1
C 3.67413 2.03880 -3.71660 0.0 0.1 -0.1
C 5.05346 2.60738 -4.01421 0.0 0.0 -0.1
C 5.64661 1.51436 -4.90737 0.0 0.1 0.1
C 5.12880 0.21204 -4.28157 0.2 -0.1 0.1
N 1.67326 -0.62850 -4.20629 0.0 0.2 0.3
C 0.38297 0.08217 -4.12599 0.0 -0.1 0.1
C -0.34000 -0.33239 -5.41412 0.1 0.0 0.0
C 0.77357 -0.83485 -6.36139 0.0 0.1 0.0
C 2.08048 -0.56526 -5.60540 0.0 0.0 -0.1
N 3.66067 -1.81767 -2.76827 -0.4 0.0 0.1
C 3.92487 -2.30501 -1.40355 0.2 0.0 0.1
C 4.22110 -3.79712 -1.57904 0.0 0.0 -0.1
C 4.63384 -3.92588 -3.04799 -0.1 0.0 0.1
C 3.72942 -2.90879 -3.73369 0.0 0.0 0.0
H 3.18746 2.47070 -2.85137 -0.1 0.1 0.1
H 3.01586 2.20556 -4.58061 0.0 0.0 0.0
H 5.63005 2.69881 -3.09046 0.0 0.0 0.0
H 5.00725 3.58148 -4.49911 0.0 0.0 0.0
H 6.73421 1.53783 -4.96102 0.0 0.0 0.0
H 5.25408 1.62535 -5.92027 0.0 0.0 0.0
H 5.87486 -0.24180 -3.62258 0.0 0.0 -0.1
H 4.88782 -0.52102 -5.05771 0.0 0.0 0.0
H 0.52886 1.16802 -4.10080 0.0 0.0 0.0
H -0.16240 -0.20473 -3.23084 -0.1 0.0 -0.2
H -0.87840 0.51370 -5.83808 0.0 0.0 0.0
H -1.06498 -1.11962 -5.20842 0.0 0.0 0.0
H 0.76690 -0.32160 -7.32217 0.0 0.0 0.0
H 0.66613 -1.90248 -6.55438 0.0 0.0 0.0
H 2.47037 0.42740 -5.87270 0.0 0.0 0.0
H 2.84856 -1.30607 -5.82758 0.0 0.0 0.0
H 3.07497 -2.14061 -0.73878 0.0 0.0 0.0
H 4.78965 -1.77658 -0.98538 0.0 0.0 0.0
H 3.31370 -4.37998 -1.40336 0.0 0.0 0.0
H 4.98968 -4.14651 -0.89197 0.0 0.0 0.0
H 4.48674 -4.93134 -3.44234 0.0 0.0 0.0
H 5.68270 -3.65333 -3.17900 0.0 0.0 0.0
H 2.74222 -3.34302 -3.92154 0.0 0.1 0.0
H 4.14310 -2.56098 -4.68222 0.0 -0.1 0.0